Entry 1:
A cluster of 2 separate species, CH5OS in total at a distorted geometry, computed with wB97M-V/def2-TZVPD.

- LUMO: 4.554 eV
- Total energy: -514.54315 Eh
- Orbital gap: 6.771 eV
- Total charge: -1
- ΔE to the lowest compared entry with this formula, charge and spin: 36.0 kJ/mol

Each line ends with the Mulliken charge.
CARTESIAN COORDINATES (ANGSTROEM)
O -1.2761 0.0953 2.4111  -0.63
H -1.0417 -0.4289 1.6392  0.28
C 0.6434 -0.1858 -1.3915  -0.68
S -0.2132 1.2705 -0.5951  -0.77
H 0.4198 -0.1852 -2.4656  0.17
H 1.7095 -0.0736 -1.2188  0.16
H 0.2452 -1.1091 -0.9527  0.16
H -0.4870 0.6168 2.5734  0.31



Entry 2:
An isolated molecule of C11H20F4O7P2 at a distorted geometry, computed with wB97M-V/def2-TZVPD.

- LUMO: 0.270 eV
- Total energy: -2039.95944 Eh
- SMILES: CCOP(=O)(OCC)OC(=C(F)F)C(F)(F)P(=O)(OCC)OCC
- Orbital gap: 10.128 eV
- Total charge: 0
- ΔE to the lowest compared entry with this formula, charge and spin: 301.8 kJ/mol

Each line ends with the Mulliken charge.
CARTESIAN COORDINATES (ANGSTROEM)
C 1.0275 4.3923 -2.7324  -1.30
C 1.6093 4.0922 -1.3726  -0.15
O 1.0786 2.8725 -1.1654  -0.14
P 2.0077 1.9079 -0.2119  0.75
O 3.0232 1.4532 -1.1949  -0.74
O 2.5665 2.8797 0.9847  -0.24
C 2.2328 2.4512 2.3486  -0.06
C 3.0501 3.2462 3.2746  -1.23
O 1.3664 0.5191 0.4009  -0.10
C 0.9519 -0.4158 -0.5194  -0.10
C 1.8792 -1.3302 -0.9758  0.29
F 1.5149 -2.3410 -1.7813  -0.20
F 3.1398 -1.3617 -0.5205  -0.20
C -0.4862 -0.4699 -0.9992  0.89
F -1.1143 0.6727 -0.9023  -0.30
F -0.4035 -0.4234 -2.2882  -0.30
P -1.2804 -2.0199 -0.1675  0.83
O -0.8572 -2.0842 1.3004  -0.76
O -2.9941 -1.7119 -0.3093  -0.38
C -3.8314 -1.6975 0.8632  -0.03
C -4.6014 -0.5271 0.6230  -1.15
O -0.8703 -3.5512 -0.7085  -0.26
C -0.7949 -4.7084 0.1632  -0.07
C -1.1076 -5.7693 -0.8805  -1.20
H -0.0852 4.2427 -2.6348  0.29
H 1.4408 5.3522 -3.0843  0.36
H 1.2071 3.6153 -3.4196  0.35
H 2.7027 4.1198 -1.3354  0.42
H 1.1078 4.7705 -0.6026  0.20
H 2.5342 1.4410 2.6019  0.24
H 1.1253 2.5051 2.4350  0.33
H 3.0405 4.3017 3.0801  0.36
H 4.1233 2.9059 3.0496  0.26
H 2.7308 2.9169 4.2806  0.36
H -3.1901 -1.4997 1.7266  0.29
H -4.4204 -2.6077 1.0377  0.31
H -5.4071 -0.2342 1.2855  0.38
H -5.2018 -0.5426 -0.3683  0.23
H -3.8684 0.2478 0.4979  0.23
H 0.1997 -4.9169 0.6950  0.25
H -1.6459 -4.6100 0.9422  0.27
H -0.9353 -6.7923 -0.4077  0.35
H -2.0929 -5.6711 -1.2831  0.33
H -0.4716 -5.6200 -1.7254  0.32



Q: Among the records above, which one has the highest ΔE to the lowest compared entry with this formula, charge and spin?
A: C11H20F4O7P2



Q: The lowest total charge belongs to which entry?
A: CH5OS



Please write out number 1 again, unchanged.
A cluster of 2 separate species, CH5OS in total at a distorted geometry, computed with wB97M-V/def2-TZVPD.

- LUMO: 4.554 eV
- Total energy: -514.54315 Eh
- Orbital gap: 6.771 eV
- Total charge: -1
- ΔE to the lowest compared entry with this formula, charge and spin: 36.0 kJ/mol

Each line ends with the Mulliken charge.
CARTESIAN COORDINATES (ANGSTROEM)
O -1.2761 0.0953 2.4111  -0.63
H -1.0417 -0.4289 1.6392  0.28
C 0.6434 -0.1858 -1.3915  -0.68
S -0.2132 1.2705 -0.5951  -0.77
H 0.4198 -0.1852 -2.4656  0.17
H 1.7095 -0.0736 -1.2188  0.16
H 0.2452 -1.1091 -0.9527  0.16
H -0.4870 0.6168 2.5734  0.31